A molecular structure, C37H55As3BN3O2SeZr. Source: the Open Molecules 2025 dataset; level of theory: ωB97M-V/def2-TZVPD.

Structure (XYZ):
```
103
Properties=species:S:1:pos:R:3:forces:R:3
Zr 0.171 -0.093 0.305 0.20 0.37 -0.75
O -0.164 1.364 -1.088 0.02 -0.02 -0.02
C 0.329 1.966 -2.151 -0.07 -0.06 0.16
C -0.455 2.886 -2.858 0.06 0.04 -0.08
C 0.068 3.559 -3.944 -0.05 0.01 0.01
C 1.381 3.342 -4.362 0.06 -0.04 0.02
C 2.153 2.426 -3.679 -0.05 0.05 -0.01
C 1.643 1.723 -2.581 0.14 -0.06 -0.03
C 2.487 0.722 -1.962 -0.13 0.02 -0.07
N 2.166 -0.090 -1.032 0.12 -0.06 0.19
C 3.216 -1.076 -0.690 -0.03 0.06 -0.04
C 2.924 -1.789 0.627 -0.10 -0.03 -0.02
N 1.484 -2.001 0.633 -0.07 -0.07 0.06
C 1.049 -3.203 0.591 -0.03 0.00 -0.04
C -0.261 -3.591 0.113 0.05 -0.06 0.06
C -0.759 -4.874 0.364 -0.02 -0.01 -0.02
C -1.881 -5.335 -0.289 0.02 0.02 0.01
C -2.480 -4.525 -1.257 -0.02 0.02 -0.03
C -1.999 -3.262 -1.535 0.01 -0.11 0.02
C -0.907 -2.753 -0.819 0.03 0.21 0.06
O -0.490 -1.517 -1.032 -0.19 -0.04 0.16
H -1.474 3.054 -2.533 0.00 0.00 0.01
H -0.553 4.268 -4.477 0.00 0.00 0.00
H 1.786 3.876 -5.209 -0.01 0.01 0.00
H 3.172 2.231 -3.993 0.00 0.00 0.00
H 3.495 0.657 -2.384 0.00 -0.01 -0.02
H 4.191 -0.587 -0.653 0.02 -0.01 0.02
H 3.229 -1.817 -1.493 0.01 -0.01 0.01
H 3.226 -1.195 1.483 -0.01 -0.02 -0.09
H 3.457 -2.744 0.648 0.03 0.01 0.02
H 1.746 -4.018 0.804 0.00 -0.01 0.00
H -0.254 -5.496 1.093 0.00 0.00 0.00
H -2.279 -6.316 -0.072 0.00 0.00 0.00
H -3.342 -4.893 -1.802 0.00 0.00 0.00
H -2.455 -2.635 -2.289 0.00 0.01 0.00
C -1.042 2.975 3.414 -0.07 0.10 0.08
As -0.882 2.520 1.535 0.17 -0.28 -0.18
C 0.335 3.937 0.963 -0.06 0.07 0.06
C -2.471 3.318 0.699 -0.02 0.04 0.00
C -3.889 2.799 1.007 0.00 0.03 -0.01
C -4.426 3.563 2.222 0.01 0.02 0.03
C -3.900 1.308 1.348 -0.06 0.00 0.04
As -3.000 0.006 0.195 0.42 -0.07 0.03
C -3.838 -1.532 1.049 -0.09 0.01 -0.04
C -4.039 -0.004 -1.457 -0.15 0.03 -0.05
C -4.730 3.113 -0.247 0.00 0.04 0.01
As -6.692 2.895 -0.479 0.00 -0.01 -0.04
C -7.293 1.530 0.800 0.00 -0.01 -0.02
C -7.335 4.453 0.527 0.02 0.00 -0.01
H -1.349 4.016 3.515 0.01 -0.01 0.07
H -0.061 2.831 3.864 0.00 -0.01 0.00
H -1.759 2.327 3.916 0.00 -0.01 -0.02
H -0.224 4.866 0.851 0.05 0.02 0.01
H 0.802 3.672 0.017 -0.02 -0.01 -0.02
H 1.111 4.055 1.715 0.02 0.01 -0.01
H -2.246 3.211 -0.367 -0.01 -0.05 0.00
H -2.429 4.389 0.918 -0.02 0.00 -0.06
H -3.750 3.458 3.073 -0.01 -0.01 -0.03
H -5.402 3.190 2.530 -0.05 -0.04 0.00
H -4.525 4.628 2.000 0.00 0.00 -0.01
H -4.922 0.955 1.477 -0.06 0.03 0.02
H -3.404 1.152 2.314 0.01 0.03 -0.01
H -4.915 -1.478 0.876 0.00 -0.05 0.01
H -3.642 -1.508 2.118 0.00 -0.01 0.01
H -3.447 -2.464 0.645 0.01 0.01 0.00
H -5.044 0.383 -1.283 -0.02 -0.04 -0.05
H -4.117 -1.040 -1.783 0.02 0.00 -0.02
H -3.556 0.574 -2.243 0.02 0.03 0.03
H -4.300 2.583 -1.099 0.01 -0.01 0.03
H -4.599 4.177 -0.481 0.00 0.00 0.01
H -6.968 0.537 0.487 0.01 0.00 0.00
H -8.382 1.550 0.761 0.00 -0.01 0.01
H -6.977 1.712 1.824 0.02 0.02 0.04
H -6.915 5.356 0.085 -0.01 0.01 0.01
H -7.076 4.413 1.582 0.00 0.00 0.02
H -8.419 4.495 0.424 0.00 0.01 0.01
C 6.708 -1.087 5.346 0.05 -0.02 0.01
C 5.589 -0.559 4.492 -0.05 -0.01 0.00
C 5.815 0.382 3.502 -0.02 0.01 0.03
C 4.783 0.899 2.719 0.02 0.02 0.00
C 5.153 1.910 1.663 0.03 -0.01 -0.02
C 3.472 0.451 2.933 0.28 0.00 -0.05
Se 2.048 1.227 1.906 -0.27 0.14 0.23
C 3.223 -0.507 3.929 -0.01 0.02 0.04
C 1.845 -1.043 4.178 -0.01 0.03 0.01
C 4.282 -0.988 4.687 0.03 -0.04 -0.01
H 7.682 -0.828 4.929 -0.01 0.01 -0.01
H 6.658 -2.173 5.436 -0.01 0.00 0.00
H 6.660 -0.676 6.356 -0.01 0.01 -0.01
H 6.826 0.738 3.330 0.00 0.00 0.00
H 6.020 2.488 1.985 0.00 -0.01 0.00
H 4.337 2.592 1.440 -0.01 0.01 0.02
H 5.429 1.414 0.727 -0.06 0.00 -0.01
H 1.462 -1.546 3.292 -0.02 -0.03 -0.01
H 1.140 -0.240 4.403 0.01 -0.01 -0.02
H 1.847 -1.758 4.999 -0.02 0.01 0.02
H 4.075 -1.729 5.452 0.00 0.00 0.01
B -1.408 -3.103 3.640 0.10 0.10 -0.09
C -1.070 -1.854 2.748 -0.17 0.02 0.20
N -0.818 -0.930 2.093 0.03 -0.36 0.13
H -0.397 -3.779 3.642 -0.01 -0.01 0.00
H -1.675 -2.681 4.743 0.00 -0.01 -0.01
H -2.337 -3.670 3.110 0.00 -0.01 0.00
```
Forces are in eV/Å.

Its HOMO-LUMO gap is 7.09 eV. The LUMO energy comes out at -0.2 eV. Its net charge is 0.

Here are the Mulliken charges for atoms 1 to 6, given in e:
1. Zr 0.182
2. O 0.997
3. C 0.203
4. C -0.894
5. C -0.612
6. C -0.931